19
Properties=species:S:1:pos:R:3:forces:R:3:lowdin_charge:R:1 method="wB97M-V/def2-TZVPD" e_above_lowest_kj_mol=158.5 total_charge=0 lumo_ev=1.00 molar_mass_g_mol=100.16 max_force_ha_per_bohr=0.0074 gap_ev=9.46 homo_energy_ev=-8.46
C 1.625 1.823 1.055 0.072 0.016 -0.044 -0.097
C 0.351 1.123 1.425 -0.047 -0.162 -0.009 -0.121
C 0.053 -0.128 1.069 -0.130 0.286 0.218 -0.427
C -1.217 -0.843 1.434 -0.044 -0.019 -0.007 -0.040
O 0.968 -0.879 0.370 -0.081 -0.097 -0.100 0.002
H 1.428 2.838 0.691 0.019 -0.149 0.061 0.069
H 2.153 1.269 0.274 -0.053 0.098 0.120 0.067
H 2.300 1.912 1.915 -0.099 -0.002 -0.114 0.074
H -0.366 1.655 2.046 0.078 -0.108 -0.101 0.102
H -1.746 -1.187 0.534 0.098 0.049 0.120 0.067
H -1.892 -0.191 1.993 0.126 -0.073 -0.082 0.082
H -0.997 -1.729 2.042 -0.008 0.122 -0.080 0.086
H 0.488 -1.430 -0.264 0.101 0.056 0.104 0.071
C -1.119 -0.549 -2.176 0.145 -0.021 -0.101 -0.084
C 0.069 -0.866 -2.684 -0.165 0.037 0.030 -0.074
H -2.001 -1.161 -2.355 0.144 0.074 0.001 0.055
H -1.254 0.343 -1.568 0.041 -0.141 -0.082 0.058
H 0.213 -1.752 -3.299 -0.056 0.124 0.082 0.054
H 0.944 -0.247 -2.502 -0.140 -0.089 -0.017 0.058